Record 1
ORCA calculation (ωB97M-V with the def2-TZVPD basis set) on an isolated molecule of C21H28N6O2 at a distorted geometry.

ΔE to the lowest compared entry with this formula, charge and spin = 56.74 kcal per mole
largest force on an atom = 1.5 eV Å⁻¹
HOMO-LUMO gap = 0.3067 Eh
E_LUMO = 0.1 eV
electronic energy = -35266.39923 eV
SMILES string = COCCn1nnnc1[C@@H](c1cc2cc(C)ccc2[nH]c1=O)N1CCCCCC1

Element x y z (Å)
C1 5.57 -2.84 2.40
H1 6.09 -1.87 2.45
O1 4.18 -2.69 2.28
C2 3.74 -2.20 1.04
C3 4.03 -0.70 0.84
N1 3.40 -0.23 -0.36
C4 2.11 0.12 -0.61
N2 2.03 0.42 -1.89
N3 3.25 0.24 -2.40
N4 4.07 -0.14 -1.51
C5 1.05 0.13 0.43
N5 0.61 -1.24 0.66
C6 0.10 -2.00 -0.47
C7 -1.36 -1.76 -0.89
C8 -2.38 -2.64 -0.16
C9 -2.19 -2.73 1.36
C10 -1.55 -1.49 1.99
H2 -1.94 -0.58 1.54
C11 -0.02 -1.51 1.94
H3 0.36 -0.78 2.65
H4 0.32 -2.50 2.26
H5 -1.83 -1.46 3.05
H6 -3.16 -2.91 1.82
H7 -1.56 -3.59 1.60
H8 -3.37 -2.23 -0.37
H9 -2.35 -3.65 -0.57
H10 -1.61 -0.71 -0.73
H11 -1.45 -1.95 -1.96
H12 0.75 -1.77 -1.32
H13 0.23 -3.06 -0.23
C12 -0.03 1.16 0.17
C13 -0.55 1.44 -1.05
C14 -1.60 2.38 -1.22
C15 -2.16 2.68 -2.47
C16 -3.19 3.59 -2.59
C17 -3.67 4.22 -1.44
C18 -3.14 3.96 -0.20
C19 -2.10 3.03 -0.08
N6 -1.54 2.74 1.14
C20 -0.51 1.86 1.36
O2 -0.06 1.71 2.48
H14 -1.87 3.24 1.96
H15 -3.52 4.45 0.68
H16 -4.47 4.94 -1.53
C21 -3.79 3.92 -3.93
H17 -3.32 3.34 -4.72
H18 -3.67 4.98 -4.15
H19 -4.86 3.70 -3.92
H20 -1.77 2.17 -3.34
H21 -0.15 0.95 -1.93
H22 1.52 0.44 1.38
H23 5.10 -0.52 0.73
H24 3.65 -0.14 1.70
H25 4.20 -2.77 0.22
H26 2.66 -2.35 1.03
H27 5.98 -3.42 1.57
H28 5.74 -3.37 3.34


Record 2
ORCA calculation (ωB97M-V with the def2-TZVPD basis set) on C21H41Al2BrClF3I2MgN2O8Si2V as an isolated structure at a distorted geometry.

largest force on an atom = 8.6 eV Å⁻¹
HOMO-LUMO gap = 0.0439 Eh
E_LUMO = -12.2 eV
charge = +3
electronic energy = -208753.82313 eV

Element x y z (Å)
C1 -2.86 0.28 -4.48
C2 -2.07 0.83 -3.12
C3 -2.97 0.32 -1.84
C4 -2.55 1.06 -0.40
C5 -3.21 0.09 0.79
N1 -2.27 -0.17 1.94
C6 -2.97 -0.26 3.28
I1 -5.06 -0.93 3.59
C7 -2.24 0.13 4.55
C8 -2.96 0.01 6.05
I2 -0.16 0.91 4.56
C9 -1.49 -1.46 1.80
C10 -0.60 -1.60 0.43
C11 0.61 -2.71 0.59
O1 0.27 -3.83 -0.30
C12 -2.38 -2.83 1.94
O2 -3.20 -3.36 1.03
O3 -2.28 -3.58 3.24
H1 -3.48 -0.70 -4.22
H2 -2.09 -0.05 -5.32
H3 -3.64 1.08 -4.86
H4 -1.02 0.26 -3.12
H5 -1.97 2.00 -3.21
H6 -4.13 0.43 -2.07
H7 -2.79 -0.86 -1.77
H8 -1.38 1.11 -0.35
H9 -3.05 2.12 -0.44
H10 -3.59 -0.89 0.27
H11 -4.20 0.68 1.12
H12 -3.41 -1.09 6.17
H13 -2.09 0.06 6.87
H14 -3.76 0.85 6.18
H15 -0.71 -1.48 2.70
H16 -0.06 -0.57 0.19
H17 -1.34 -1.82 -0.46
H18 0.66 -3.06 1.71
H19 1.65 -2.27 0.19
H20 1.07 -4.45 -0.24
O4 -7.01 -3.30 4.86
V1 -6.77 -4.77 3.93
O5 -6.53 -6.24 3.00
Mg1 -1.79 -3.78 5.55
Br1 -4.83 1.16 7.30
F1 1.74 -6.09 -0.27
C13 4.07 5.34 -2.38
Si1 4.07 4.05 -1.00
C14 5.32 4.61 0.28
C15 4.67 2.44 -1.76
N2 2.46 3.93 -0.36
Si2 2.08 2.83 0.94
C16 3.03 3.21 2.51
C17 2.38 1.04 0.47
C18 0.24 3.00 1.35
H21 5.07 5.44 -2.81
H22 3.38 5.05 -3.18
H23 3.76 6.31 -2.00
H24 6.26 4.89 -0.22
H25 5.55 3.82 0.99
H26 4.96 5.49 0.82
H27 3.92 2.02 -2.43
H28 4.91 1.70 -0.99
H29 5.58 2.61 -2.34
H30 4.09 2.92 2.42
H31 2.61 2.64 3.35
H32 2.97 4.27 2.76
H33 1.93 0.81 -0.50
H34 1.92 0.37 1.22
H35 3.44 0.80 0.44
H36 -0.37 2.76 0.47
H37 0.01 4.02 1.67
H38 -0.03 2.31 2.16
Al1 6.69 6.73 -0.13
F2 2.63 -7.40 1.08
Cl1 3.32 -5.87 1.63
Al2 2.26 -6.13 -2.27
C19 -0.85 -2.50 -5.43
C20 -0.12 -3.65 -4.83
O6 1.19 -3.15 -4.65
C21 1.03 -1.81 -4.46
O7 1.89 -1.08 -4.01
O8 -0.21 -1.39 -4.84
F3 -0.06 -4.69 -5.70
H39 -0.74 -2.45 -6.52
H40 -1.92 -2.52 -5.19
H41 -0.52 -3.99 -3.87


Record 3
ORCA calculation (ωB97M-V with the def2-TZVPD basis set) on C37H52MnN3OP2 as an isolated structure.

expectation value of S² = 3.90
largest force on an atom = 0.6 eV Å⁻¹
HOMO-LUMO gap (alpha / beta) = 0.2251 / 0.2224 Eh
E_LUMO (alpha / beta) = -9.7 / -10.5 eV
charge = +3
electronic energy = -95604.71162 eV
multiplicity = 4

Element x y z (Å)
Mn1 0.38 0.18 -0.15
C1 2.74 2.95 -0.48
C2 2.48 2.83 1.02
C3 2.39 4.21 1.66
P1 1.06 1.73 1.44
C4 1.40 0.96 3.07
C5 0.15 0.31 3.65
C6 2.06 1.90 4.09
C7 -0.49 2.67 1.50
C8 -0.76 3.68 2.40
C9 -1.96 4.41 2.35
C10 -2.22 5.52 3.31
C11 -2.88 4.11 1.33
C12 -2.66 3.10 0.43
C13 -1.48 2.32 0.53
N1 -1.19 1.29 -0.28
C14 -1.98 0.68 -1.26
C15 -3.35 0.42 -1.15
C16 -4.00 -0.23 -2.18
C17 -3.33 -0.64 -3.34
C18 -4.06 -1.31 -4.47
C19 -1.96 -0.41 -3.42
C20 -1.27 0.23 -2.40
P2 0.48 0.69 -2.42
C21 0.64 2.21 -3.43
C22 0.34 1.89 -4.90
C23 -0.31 3.30 -2.92
C24 1.56 -0.67 -3.04
C25 0.95 -2.06 -2.88
C26 2.89 -0.58 -2.28
H1 3.61 3.59 -0.64
H2 1.90 3.42 -0.99
H3 2.95 1.99 -0.94
H4 3.32 2.28 1.46
H5 1.62 4.82 1.18
H6 3.34 4.73 1.53
H7 2.19 4.18 2.73
H8 2.12 0.17 2.81
H9 -0.59 1.06 3.93
H10 0.42 -0.24 4.55
H11 -0.33 -0.38 2.96
H12 1.37 2.68 4.42
H13 2.98 2.36 3.74
H14 2.30 1.31 4.98
H15 -0.03 3.94 3.16
H16 -1.62 5.42 4.22
H17 -3.28 5.56 3.59
H18 -1.97 6.48 2.85
H19 -3.79 4.70 1.25
H20 -3.37 2.91 -0.36
H21 -3.89 0.70 -0.25
H22 -5.06 -0.43 -2.09
H23 -5.11 -1.46 -4.23
H24 -3.61 -2.27 -4.70
H25 -4.01 -0.69 -5.37
H26 -1.44 -0.72 -4.32
H27 1.68 2.53 -3.32
H28 -0.72 1.69 -5.05
H29 0.92 1.06 -5.30
H30 0.60 2.77 -5.49
H31 -1.35 2.98 -3.05
H32 -0.17 4.20 -3.52
H33 -0.16 3.56 -1.88
H34 1.76 -0.47 -4.10
H35 0.69 -2.27 -1.84
H36 1.69 -2.80 -3.19
H37 0.06 -2.20 -3.49
H38 2.76 -0.72 -1.20
H39 3.42 0.36 -2.43
H40 3.55 -1.38 -2.60
C27 -0.32 -5.84 2.28
N2 -0.70 -4.45 2.03
N3 0.11 -3.59 1.33
C28 -0.49 -2.38 1.31
O1 0.11 -1.40 0.69
C29 -1.69 -2.46 2.00
C30 -1.79 -3.78 2.44
C31 -2.85 -4.44 3.24
C32 1.34 -3.99 0.71
C33 2.53 -3.53 1.24
C34 3.72 -3.91 0.63
C35 3.70 -4.74 -0.48
C36 2.49 -5.21 -0.99
C37 1.29 -4.82 -0.40
H41 0.76 -5.90 2.37
H42 -0.67 -6.48 1.48
H43 -0.77 -6.13 3.23
H44 -2.40 -1.67 2.17
H45 -3.72 -3.79 3.32
H46 -2.50 -4.65 4.25
H47 -3.16 -5.38 2.79
H48 2.53 -2.91 2.13
H49 4.66 -3.57 1.03
H50 4.63 -5.05 -0.94
H51 2.48 -5.87 -1.85
H52 0.35 -5.17 -0.79


Record 4
ORCA calculation (ωB97M-V with the def2-TZVPD basis set) on C20H17I2IrN10O5S as an isolated structure at a distorted geometry.

ΔE to the lowest compared entry with this formula, charge and spin = 22.38 kcal per mole
expectation value of S² = 0.78
largest force on an atom = 2.7 eV Å⁻¹
HOMO-LUMO gap (alpha / beta) = 0.2711 / 0.1674 Eh
E_LUMO (alpha / beta) = -2.9 / -5.7 eV
charge = +1
electronic energy = -76022.30871 eV
multiplicity = 2

Element x y z (Å)
Ir1 -0.85 -0.09 -0.23
I1 6.63 -3.44 -0.87
C1 4.84 -2.45 -1.02
C2 4.37 -2.07 -2.29
C3 3.17 -1.42 -2.38
I2 2.43 -0.85 -4.22
C4 2.37 -1.11 -1.20
O1 1.27 -0.52 -1.34
C5 2.90 -1.51 0.09
C6 2.17 -1.28 1.38
N1 1.23 -0.16 1.36
C7 0.75 0.20 2.68
C8 -0.60 0.87 2.62
C9 -1.28 1.16 3.79
C10 -2.48 1.85 3.73
C11 -2.95 2.27 2.49
C12 -2.24 1.93 1.36
N2 -1.10 1.21 1.42
C13 4.10 -2.17 0.14
H1 4.96 -2.27 -3.17
H2 2.93 -1.13 2.16
H3 1.62 -2.18 1.64
H4 1.70 0.64 0.94
H5 1.44 0.90 3.16
H6 0.69 -0.68 3.32
H7 -0.87 0.85 4.74
H8 -3.03 2.07 4.63
H9 -3.86 2.85 2.40
H10 -2.56 2.23 0.38
H11 4.50 -2.48 1.10
O2 -5.11 -3.07 -2.82
C14 -3.94 -3.43 -3.33
O3 -3.82 -4.29 -4.16
C15 -2.73 -2.73 -2.82
C16 -1.45 -3.00 -3.25
N3 -0.61 -2.22 -2.55
N4 -1.28 -1.44 -1.70
C17 -2.56 -1.73 -1.85
C18 -3.45 -0.92 -1.02
O4 -4.65 -1.11 -0.95
O5 -2.82 0.00 -0.34
H12 -5.03 -2.36 -2.15
H13 -1.11 -3.70 -4.00
H14 0.39 -2.10 -2.66
N5 -0.96 -4.04 3.55
N6 -1.43 -3.08 2.68
N7 -2.62 -2.55 2.82
C19 -2.61 -1.64 1.86
N8 -1.45 -1.65 1.19
N9 -0.70 -2.59 1.74
H15 -1.74 -4.49 4.00
H16 -0.32 -4.66 3.08
H17 -3.44 -0.98 1.65
S1 -2.04 2.92 -3.39
C20 -1.33 2.07 -2.24
N10 -0.76 1.46 -1.40


Record 5
ORCA calculation (ωB97M-V with the def2-TZVPD basis set) on a 2-piece molecular cluster, C4H12N2PS overall at a distorted geometry.

ΔE to the lowest compared entry with this formula, charge and spin = 75.28 kcal per mole
largest force on an atom = 6.3 eV Å⁻¹
HOMO-LUMO gap (alpha / beta) = 0.3156 / 0.1790 Eh
E_LUMO (alpha / beta) = -3.8 / -5.5 eV
charge = +1
electronic energy = -27436.28161 eV

Element x y z (Å)
C1 1.72 -1.47 0.48
C2 -4.11 3.31 0.20
C3 3.33 -2.41 -1.62
C4 -2.92 2.83 -0.48
N1 2.22 -2.56 1.20
N2 0.82 -0.74 0.97
P1 -0.15 0.33 0.10
S1 2.02 -1.23 -1.19
H1 -3.95 3.70 1.14
H2 -4.62 4.00 -0.37
H3 -4.96 2.45 0.40
H4 3.18 -3.38 -1.17
H5 4.38 -2.01 -1.35
H6 3.29 -2.39 -2.69
H7 -2.75 2.43 -1.45
H8 -1.97 2.99 0.12
H9 1.73 -3.10 1.88
H10 2.96 -3.11 0.77
H11 0.75 -0.56 1.94
H12 -0.98 0.91 1.14


Record 6
ORCA calculation (ωB97M-V with the def2-TZVPD basis set) on an isolated molecule of C21H28N2O5.

ΔE to the lowest compared entry with this formula, charge and spin = 39.76 kcal per mole
largest force on an atom = 0.9 eV Å⁻¹
HOMO-LUMO gap = 0.3039 Eh
E_LUMO = 0.1 eV
electronic energy = -35449.28739 eV
SMILES string = CCCc1cc(=O)oc2cc(OCC(=O)NCCCN3CCOCC3)ccc12

Element x y z (Å)
C1 -6.67 -0.38 -1.98
C2 -5.53 -1.38 -1.86
H1 -5.80 -2.30 -2.38
H2 -4.64 -0.97 -2.34
C3 -5.21 -1.73 -0.40
C4 -4.67 -0.54 0.34
C5 -5.46 0.18 1.17
C6 -5.00 1.37 1.85
O1 -5.67 2.05 2.59
O2 -3.70 1.75 1.62
C7 -2.88 1.05 0.82
C8 -1.59 1.54 0.67
C9 -0.68 0.88 -0.14
C10 -1.09 -0.29 -0.80
C11 -2.36 -0.77 -0.66
C12 -3.30 -0.11 0.15
H3 -2.64 -1.67 -1.18
H4 -0.37 -0.80 -1.42
O3 0.59 1.27 -0.36
C13 1.09 2.41 0.30
C14 2.57 2.63 -0.03
O4 3.25 3.39 0.63
N1 2.99 1.97 -1.12
H5 2.38 1.26 -1.49
C15 4.37 1.94 -1.52
C16 4.98 0.55 -1.41
C17 4.87 -0.02 0.01
N2 3.51 -0.43 0.29
C18 3.06 -0.22 1.66
C19 3.61 -1.29 2.62
H6 3.18 -1.17 3.62
O5 3.24 -2.58 2.19
C20 3.70 -2.84 0.88
C21 3.19 -1.79 -0.11
H7 3.60 -1.99 -1.10
H8 2.10 -1.87 -0.16
H9 3.34 -3.83 0.62
H10 4.81 -2.85 0.88
H11 4.70 -1.22 2.68
H12 3.36 0.77 1.99
H13 1.97 -0.29 1.66
H14 5.59 -0.85 0.11
H15 5.16 0.76 0.71
H16 4.47 -0.12 -2.11
H17 6.03 0.60 -1.70
H18 4.90 2.64 -0.87
H19 4.45 2.30 -2.56
H20 1.00 2.31 1.39
H21 0.54 3.31 -0.01
H22 -1.34 2.44 1.21
H23 -6.48 -0.09 1.35
H24 -4.49 -2.55 -0.36
H25 -6.13 -2.06 0.09
H26 -6.88 -0.17 -3.02
H27 -7.58 -0.78 -1.52
H28 -6.42 0.55 -1.48